Computed, not measured: a structure of composition C39H49ClN7O2PPt, with ωB97M-V/def2-TZVPD.

Atoms and positions in Å:
1 Pt -0.094 -0.570 0.162
2 C -1.713 2.925 -0.604
3 C -1.280 2.124 0.588
4 C 0.071 1.777 0.765
5 C 0.479 1.059 1.908
6 C -0.468 0.658 2.854
7 C -1.803 1.030 2.689
8 C -2.200 1.747 1.571
9 H -0.907 3.039 -1.326
10 H -2.031 3.922 -0.292
11 H -2.569 2.462 -1.099
12 H 0.820 2.159 0.081
13 H 1.532 0.870 2.075
14 H -0.147 0.122 3.736
15 H -2.530 0.770 3.448
16 H -3.236 2.044 1.463
17 Cl 8.267 -0.968 2.023
18 C 6.670 -1.101 1.384
19 C 5.587 -1.021 2.224
20 C 4.264 -1.121 1.702
21 C 4.118 -1.320 0.284
22 C 5.219 -1.412 -0.526
23 C 6.504 -1.295 0.011
24 C 2.714 -1.443 -0.224
25 O 2.250 -2.527 -0.576
26 O 2.027 -0.351 -0.132
27 H 5.710 -0.882 3.289
28 H 2.368 -1.125 2.052
29 H 5.105 -1.574 -1.590
30 H 7.374 -1.356 -0.626
31 N -6.290 1.392 -8.411
32 C -5.458 1.221 -7.639
33 C -4.421 1.003 -6.666
34 C -4.590 1.458 -5.361
35 C -3.591 1.253 -4.426
36 C -2.440 0.578 -4.800
37 C -2.261 0.119 -6.095
38 C -3.253 0.339 -7.033
39 N -1.409 0.353 -3.829
40 C -0.054 0.483 -4.030
41 C 0.544 0.182 -2.848
42 N -0.434 -0.130 -1.932
43 C -1.596 -0.019 -2.551
44 H -5.493 1.986 -5.090
45 H -3.701 1.645 -3.423
46 H -1.363 -0.419 -6.371
47 H -3.131 -0.011 -8.048
48 H 0.354 0.810 -4.970
49 H 1.585 0.188 -2.577
50 H -2.565 -0.209 -2.122
51 N 3.251 -1.047 2.558
52 P -0.399 -2.788 0.565
53 N -2.005 -2.999 0.871
54 C -2.957 -1.916 0.583
55 C -3.997 -1.787 1.687
56 C -4.689 -3.116 1.961
57 C -3.645 -4.165 2.320
58 C -2.607 -4.299 1.214
59 N -0.159 -3.937 -0.785
60 C -0.171 -5.378 -0.618
61 C 0.770 -6.019 -1.638
62 C 0.283 -5.771 -3.073
63 C -0.597 -4.515 -3.136
64 C -0.123 -3.461 -2.152
65 N 0.395 -3.574 1.768
66 C 1.714 -4.241 1.688
67 C 1.729 -5.448 2.618
68 C 1.403 -5.040 4.051
69 C 0.081 -4.283 4.104
70 C 0.106 -3.100 3.146
71 H -3.439 -2.095 -0.386
72 H -2.389 -0.972 0.530
73 H -4.712 -1.010 1.410
74 H -3.490 -1.451 2.598
75 H -5.250 -3.437 1.078
76 H -5.411 -3.004 2.769
77 H -4.104 -5.141 2.476
78 H -3.147 -3.891 3.255
79 H -3.079 -4.718 0.317
80 H -1.809 -4.970 1.529
81 H -1.204 -5.711 -0.804
82 H 0.067 -5.623 0.412
83 H 0.832 -7.083 -1.416
84 H 1.768 -5.603 -1.482
85 H -0.286 -6.627 -3.434
86 H 1.142 -5.663 -3.735
87 H -1.638 -4.765 -2.917
88 H -0.588 -4.080 -4.134
89 H -0.679 -2.524 -2.204
90 H 0.928 -3.185 -2.324
91 H 2.490 -3.531 1.987
92 H 1.930 -4.512 0.659
93 H 2.714 -5.914 2.563
94 H 1.005 -6.194 2.273
95 H 2.201 -4.397 4.432
96 H 1.366 -5.916 4.697
97 H -0.117 -3.917 5.112
98 H -0.747 -4.947 3.834
99 H 0.890 -2.396 3.447
100 H -0.849 -2.573 3.151

Properties
Energy relative to the best compared isomer or geometry (same formula, charge and spin) ... 0.00 kJ/mol
Electronic energy ... -2969.6125 Ha
Orbital gap (spin up / spin down) ... 8.0 / 5.1 eV
2S+1 ... 5
HOMO (spin up / spin down) ... -12.61 / -13.31 eV
Net charge ... +2

Here are the Mulliken charges for atoms 1 to 2, given in e:
1 Pt 3.69
2 C -1.64